Entry 1:
This record from the Open Molecules 2025 dataset describes C22H26IIrN4SSe2 as an isolated structure. The level of theory is ωB97M-V/def2-TZVPD.

Results
Spin multiplicity: 6
Total charge: +3
Gap between HOMO and LUMO (spin up / spin down) (eV): 5.864 / 5.597
HOMO level (spin up / spin down) (eV): -13.383 / -15.971
Expectation value of S²: 8.8019

Atoms and positions in Å:
Ir -0.25 -2.57 0.00
C -1.90 -2.18 4.00
C -1.65 -2.19 2.53
N -0.48 -2.64 2.01
N 0.57 -3.03 2.79
C 1.72 -3.33 2.21
N 2.77 -3.75 2.92
S 1.90 -3.15 0.48
C -2.56 -1.77 1.53
C -3.88 -1.33 1.80
C -4.69 -0.94 0.77
C -4.22 -0.98 -0.56
C -2.95 -1.41 -0.79
N -2.12 -1.81 0.21
H -1.06 -1.74 4.54
H -2.08 -3.19 4.38
H -2.77 -1.58 4.25
H 0.43 -3.15 3.79
H 2.73 -3.88 3.92
H 3.62 -4.01 2.45
H -4.24 -1.32 2.81
H -5.70 -0.62 0.98
H -4.85 -0.68 -1.39
H -2.55 -1.48 -1.79
I -1.30 -5.13 -0.63
C -0.83 -4.71 -2.61
C -1.09 -5.71 -3.54
C -0.82 -5.49 -4.88
C -0.29 -4.28 -5.28
C -0.01 -3.27 -4.35
C 0.53 -2.04 -4.78
C 0.82 -1.03 -3.86
C 0.57 -1.23 -2.52
C 0.02 -2.43 -2.01
C -0.28 -3.47 -2.96
H -1.51 -6.66 -3.22
H -1.03 -6.27 -5.61
H -0.07 -4.10 -6.33
H 0.73 -1.90 -5.83
H 1.24 -0.09 -4.21
H 0.81 -0.43 -1.83
C 0.74 7.04 -0.23
Se 0.61 5.71 1.17
C 1.03 6.87 2.70
C 2.48 7.30 2.58
Se 3.47 5.73 1.97
C 4.69 6.58 0.73
H 0.03 7.84 -0.02
H 0.48 6.55 -1.16
H 1.75 7.44 -0.30
H 0.85 6.25 3.58
H 0.34 7.71 2.71
H 2.89 7.67 3.52
H 2.61 8.08 1.82
H 5.38 7.19 1.31
H 4.14 7.19 0.02
H 5.23 5.79 0.22

---

Entry 2:
This record from the Open Molecules 2025 dataset describes C37H55Ge2N3O3W as an isolated structure at a distorted geometry. The level of theory is ωB97M-V/def2-TZVPD.

Results
Spin multiplicity: 3
Total charge: +4
Gap between HOMO and LUMO (spin up / spin down) (eV): 5.876 / 5.583
HOMO level (spin up / spin down) (eV): -18.087 / -18.034
Expectation value of S²: 2.0461
Energy relative to the best compared isomer or geometry (same formula, charge and spin) (kJ/mol): 409.13

Atoms and positions in Å:
W -0.26 -0.28 0.24
C 3.04 -1.80 3.78
C 1.67 -1.62 3.11
Ge 1.47 0.07 2.09
C 1.38 1.53 3.41
C 2.78 2.00 3.86
C 3.24 0.26 1.26
C 3.41 0.44 -0.09
Ge 1.68 0.45 -1.15
C 2.16 1.23 -2.88
C 1.78 0.52 -4.18
C 1.51 -1.67 -1.03
C 1.84 -2.44 -2.31
C 4.73 0.42 -0.63
C 5.03 -0.20 -1.89
C 6.31 -0.38 -2.30
C 7.37 0.11 -1.49
C 7.12 0.76 -0.27
C 5.84 0.92 0.15
H 3.05 -2.74 4.35
H 3.27 -1.00 4.48
H 3.85 -1.86 3.05
H 0.89 -1.62 3.87
H 1.47 -2.45 2.44
H 0.82 1.12 4.26
H 0.82 2.37 3.00
H 3.38 1.18 4.26
H 2.68 2.74 4.66
H 3.33 2.46 3.05
H 4.12 0.12 1.88
H 3.23 1.38 -2.82
H 1.73 2.23 -2.85
H 2.22 -0.48 -4.25
H 2.15 1.09 -5.03
H 0.70 0.42 -4.30
H 0.53 -2.06 -0.70
H 2.22 -1.97 -0.26
H 1.16 -2.23 -3.13
H 1.81 -3.52 -2.12
H 2.85 -2.21 -2.65
H 4.21 -0.59 -2.49
H 6.53 -0.89 -3.22
H 8.40 -0.02 -1.83
H 7.95 1.13 0.32
H 5.64 1.44 1.08
C -3.46 -4.23 5.94
O -2.76 -4.05 4.66
C -2.54 -2.89 4.18
C -2.93 -1.66 4.79
C -2.65 -0.50 4.17
C -1.96 -0.42 2.90
C -1.84 0.82 2.30
C -2.23 2.10 2.93
O -1.39 0.93 1.04
C -1.52 -1.71 2.34
O -0.77 -1.77 1.19
C -1.82 -2.87 2.94
H -3.49 -5.31 6.09
H -4.47 -3.84 5.86
H -2.90 -3.75 6.73
H -3.46 -1.66 5.73
H -2.97 0.42 4.64
H -1.77 2.21 3.91
H -3.31 2.17 3.07
H -1.91 2.93 2.31
H -1.49 -3.81 2.51
C -4.03 3.16 -2.16
C -3.18 2.05 -1.49
N -1.76 2.17 -1.83
C -1.63 2.23 -3.30
C -2.30 3.50 -3.88
N -3.07 4.15 -2.76
C -2.12 4.64 -1.70
C -1.24 3.44 -1.28
H -4.67 3.68 -1.45
H -4.65 2.78 -2.97
H -3.53 1.07 -1.83
H -3.28 2.09 -0.41
H -2.09 1.33 -3.72
H -0.58 2.22 -3.56
H -2.99 3.28 -4.69
H -1.57 4.23 -4.24
H -3.60 4.94 -3.13
H -2.71 5.05 -0.89
H -1.53 5.45 -2.13
H -1.21 3.36 -0.19
H -0.23 3.58 -1.64
C -3.55 -4.10 -3.51
C -2.89 -2.95 -2.81
C -1.86 -2.22 -3.39
C -1.24 -1.22 -2.67
N -1.58 -0.88 -1.42
C -2.66 -1.52 -0.90
C -3.30 -2.55 -1.53
H -3.12 -4.29 -4.48
H -4.62 -3.90 -3.62
H -3.48 -5.00 -2.90
H -1.53 -2.44 -4.40
H -0.42 -0.66 -3.10
H -3.03 -1.13 0.04
H -4.13 -3.04 -1.04

---

Entry 3:
This record from the Open Molecules 2025 dataset describes a 2-piece molecular cluster, C4H10NO3 overall at a distorted geometry. The level of theory is ωB97M-V/def2-TZVPD.

Results
Total charge: -1
Gap between HOMO and LUMO (eV): 6.905
HOMO level (eV): -2.847
Energy relative to the best compared isomer or geometry (same formula, charge and spin) (kJ/mol): 545.59

Atoms and positions in Å:
C -1.41 -0.25 -0.21
C 0.53 0.70 1.74
C 0.49 -1.03 -1.76
C -0.24 0.17 -1.15
N 1.32 0.52 0.53
O 1.75 1.69 -0.13
O 1.20 -1.82 -0.81
O -0.26 1.36 -1.57
H -1.75 0.65 0.17
H -1.02 -1.09 0.40
H -2.33 -0.67 -0.83
H -0.08 1.64 1.64
H 0.08 -0.31 1.78
H 1.27 0.93 2.56
H -0.29 -1.54 -2.29
H 1.13 -0.57 -2.48
H 1.35 -0.97 -0.12
H 1.18 1.76 -0.84

---

Entry 4:
This record from the Open Molecules 2025 dataset describes a 2-piece molecular cluster, C4H9NO overall at a distorted geometry. The level of theory is ωB97M-V/def2-TZVPD.

Results
Gap between HOMO and LUMO (eV): 9.616
HOMO level (eV): -8.778
SMILES: C=CO.C=NC
Energy relative to the best compared isomer or geometry (same formula, charge and spin) (kJ/mol): 408.49

Atoms and positions in Å:
C -1.04 0.02 2.31
C -1.52 1.29 2.18
O -1.77 1.80 0.92
H -1.31 -0.52 3.22
H -0.44 -0.51 1.65
H -2.04 1.78 2.98
H -2.28 2.53 0.78
C 0.74 -0.04 -1.64
N 1.60 -0.97 -1.24
C 2.06 -2.05 -2.26
H 0.48 0.80 -0.96
H 0.27 -0.14 -2.69
H 1.26 -2.61 -2.77
H 2.76 -2.76 -1.72
H 2.88 -1.45 -2.74

---

Entry 5:
This record from the Open Molecules 2025 dataset describes one molecule with the formula C6H4O. The level of theory is ωB97M-V/def2-TZVPD.

Results
Gap between HOMO and LUMO (eV): 9.596
HOMO level (eV): -8.939
Energy relative to the best compared isomer or geometry (same formula, charge and spin) (kJ/mol): 288.01

Atoms and positions in Å:
C -3.08 0.95 0.45
C -1.91 0.48 0.26
C -0.49 0.30 0.07
C 0.20 -0.83 0.38
C 1.52 -0.66 -0.14
C 1.55 0.59 -0.66
O 0.33 1.19 -0.56
H -2.57 -0.50 0.32
H -0.14 -1.61 1.04
H 2.32 -1.37 -0.09
H 2.34 1.20 -1.07

---

Entry 6:
This record from the Open Molecules 2025 dataset describes C23H24BrCrF4N4O6S as an isolated structure at a distorted geometry. The level of theory is ωB97M-V/def2-TZVPD.

Results
Spin multiplicity: 4
Gap between HOMO and LUMO (spin up / spin down) (eV): 6.494 / 7.007
HOMO level (spin up / spin down) (eV): -7.452 / -7.498
Expectation value of S²: 3.7809
Energy relative to the best compared isomer or geometry (same formula, charge and spin) (kJ/mol): 31.78

Atoms and positions in Å:
Cr -0.53 0.15 -0.42
C -1.66 -1.68 -2.46
N -1.52 -0.19 -2.38
C -0.75 0.30 -3.54
C -2.90 0.33 -2.42
C -3.51 0.21 -1.01
N -2.60 0.37 0.16
C -3.22 0.28 1.31
C -2.50 0.54 2.59
F -1.41 1.33 2.61
C -2.89 -0.16 3.66
F -2.03 -0.08 4.71
C -4.04 -0.94 3.74
C -4.97 -0.77 2.73
F -6.21 -1.22 2.94
C -4.56 -0.12 1.55
F -5.61 0.35 0.82
H -2.03 -1.98 -3.46
H -2.28 -1.98 -1.65
H -0.74 -2.16 -2.34
H -1.41 0.27 -4.47
H 0.10 -0.36 -3.68
H -0.38 1.30 -3.34
H -3.52 -0.22 -3.15
H -2.84 1.38 -2.69
H -4.11 -0.70 -0.89
H -4.25 1.06 -0.87
H -4.39 -1.48 4.64
O -0.72 2.22 -0.57
C 0.51 3.03 -0.39
C 1.36 2.31 0.54
C 2.46 2.93 1.14
C 3.08 2.24 2.21
C 2.42 1.20 2.78
C 1.38 0.61 2.11
N 0.90 1.13 0.97
H -1.39 2.34 0.09
H 0.27 4.08 -0.03
H 1.02 3.10 -1.37
H 2.70 3.98 0.89
H 4.06 2.70 2.54
H 2.67 0.69 3.68
H 1.02 -0.35 2.49
Br 6.06 -2.61 0.12
C 5.31 -1.03 -0.68
C 6.27 -0.05 -1.09
N 5.88 1.04 -1.81
C 4.60 1.25 -2.02
C 3.58 0.39 -1.56
C 3.96 -0.80 -0.86
C 2.15 0.65 -1.96
O 1.89 1.61 -2.77
O 1.25 -0.10 -1.38
H 7.31 -0.20 -0.96
H 4.39 2.29 -2.40
H 3.32 -1.59 -0.48
C -0.54 -4.12 0.85
S 0.33 -2.61 1.15
O 1.76 -2.71 0.79
O 0.06 -2.35 2.59
O -0.55 -1.70 0.31
H 0.12 -4.85 1.28
H -0.58 -4.37 -0.20
H -1.56 -4.18 1.31

---

| no. | E (eV) |
| --- | --- |
| 1 | -181636.591 |
| 2 | -164690.476 |
| 3 | -11939.742 |
| 4 | -7828.086 |
| 5 | -8329.455 |
| 6 | -162654.044 |